The following is a quantum chemistry calculation of a cluster of 4 separate species, C27H71N10O8P3 in total at a distorted geometry, from the Open Molecules 2025 dataset.

Net charge ... 0
HOMO ... -7.43 eV
Kohn-Sham gap ... 6.31 eV
Structure (SMILES) ... CN(C)P(=O)(N(C)C)N(C)C.CN(C)P(=O)(N(C)C)N(C)C.CN(C)P(=O)(N(C)C)N(C)C.CCOC(=O)CCCOC(=O)OCNC

Positions of all 119 atoms, in Å:
C  -5.610  1.488  -1.308
N  -5.223  1.359  -2.696
C  -4.048  0.508  -2.839
P  -5.788  2.074  -4.122
O  -6.452  0.774  -4.618
N  -7.301  2.901  -4.079
C  -8.007  3.466  -2.942
C  -8.299  2.466  -5.070
N  -4.976  3.571  -3.646
C  -4.879  4.252  -2.373
C  -4.864  4.505  -4.772
H  -4.766  1.833  -0.699
H  -5.939  0.529  -0.895
H  -6.413  2.195  -1.132
H  -3.138  1.118  -2.886
H  -4.105  -0.088  -3.755
H  -3.943  -0.200  -2.016
H  -7.995  2.827  -2.061
H  -9.070  3.630  -3.150
H  -7.634  4.466  -2.707
H  -8.862  1.592  -4.707
H  -7.832  2.216  -6.024
H  -9.014  3.265  -5.285
H  -5.804  4.281  -1.801
H  -4.571  5.295  -2.493
H  -4.102  3.792  -1.749
H  -5.783  5.089  -4.900
H  -4.682  3.957  -5.702
H  -4.022  5.192  -4.650
C  -0.453  3.722  -4.678
N  0.101  3.634  -3.349
C  -0.762  4.296  -2.379
P  1.563  3.028  -2.742
O  0.889  1.803  -2.094
N  2.521  2.033  -3.772
C  2.522  1.942  -5.222
C  2.890  0.714  -3.230
N  2.380  4.454  -3.392
C  2.244  5.153  -4.652
C  3.725  4.609  -2.825
H  -0.663  4.766  -4.945
H  -1.397  3.169  -4.752
H  0.195  3.340  -5.459
H  -0.420  5.323  -2.201
H  -0.756  3.766  -1.422
H  -1.805  4.334  -2.706
H  1.525  1.945  -5.659
H  2.978  1.015  -5.583
H  3.145  2.725  -5.663
H  2.089  -0.022  -3.402
H  3.099  0.766  -2.160
H  3.803  0.337  -3.697
H  2.149  4.506  -5.521
H  3.106  5.796  -4.853
H  1.380  5.828  -4.626
H  4.457  3.993  -3.361
H  3.732  4.301  -1.775
H  4.058  5.650  -2.843
C  7.022  -4.056  7.956
N  6.967  -3.385  6.680
C  8.304  -3.193  6.132
P  5.700  -2.701  5.786
O  5.718  -3.836  4.740
N  4.086  -3.092  6.248
C  3.585  -3.571  7.524
C  3.228  -3.640  5.183
N  5.672  -1.354  6.929
C  5.771  -1.311  8.372
C  4.909  -0.216  6.401
H  7.689  -3.525  8.647
H  7.406  -5.077  7.851
H  6.068  -4.132  8.463
H  8.679  -2.193  6.380
H  8.299  -3.295  5.043
H  9.018  -3.930  6.509
H  4.214  -4.333  7.980
H  2.601  -4.042  7.437
H  3.412  -2.741  8.213
H  3.372  -4.726  5.079
H  3.429  -3.162  4.222
H  2.171  -3.456  5.395
H  5.206  -2.083  8.888
H  5.410  -0.359  8.774
H  6.819  -1.379  8.688
H  3.834  -0.339  6.579
H  5.062  -0.125  5.322
H  5.234  0.731  6.839
C  5.166  -3.554  0.855
C  3.757  -4.133  0.304
O  2.716  -3.113  0.327
C  1.528  -3.608  -0.266
O  1.266  -4.840  -0.208
C  0.485  -2.700  -1.063
C  0.176  -1.288  -0.368
C  -1.227  -1.277  0.435
O  -2.298  -1.795  -0.420
C  -3.548  -1.694  0.274
O  -4.139  -0.607  0.193
O  -3.937  -2.819  1.011
C  -5.367  -3.037  0.980
N  -5.833  -3.768  -0.224
C  -6.738  -4.916  0.094
H  5.803  -4.431  1.244
H  5.737  -2.979  0.052
H  4.912  -2.912  1.768
H  3.495  -4.999  1.006
H  3.926  -4.508  -0.764
H  0.928  -2.462  -2.095
H  -0.453  -3.333  -1.257
H  1.037  -0.913  0.297
H  0.066  -0.515  -1.216
H  -1.100  -1.868  1.402
H  -1.465  -0.192  0.724
H  -5.983  -2.064  1.033
H  -5.622  -3.588  1.958
H  -6.427  -3.112  -0.762
H  -6.707  -5.269  1.173
H  -6.389  -5.802  -0.546
H  -7.818  -4.657  -0.154

Cartesian forces (eV/Å) of the 6 atoms listed first:
-0.30 0.16 0.07
0.64 -0.56 1.23
0.06 0.06 -0.57
-4.47 0.04 6.41
2.96 0.65 -3.06
-1.38 0.14 -1.41



The following is a quantum chemistry calculation of a structure of composition C27H71N6NaO11 at a distorted geometry, from the Open Molecules 2025 dataset.

Net charge ... 0
HOMO ... -8.17 eV
Kohn-Sham gap ... 8.26 eV

Positions of all 116 atoms, in Å:
Na  -2.028  -18.696  21.028
C  -2.773  -15.351  20.562
O  -2.795  -16.635  19.978
H  -3.392  -14.678  19.968
H  -3.243  -15.320  21.545
H  -1.790  -14.887  20.640
C  -4.529  -14.307  17.009
O  -5.601  -13.676  16.441
C  -6.493  -13.043  17.374
C  -7.524  -12.138  16.591
N  -7.142  -10.796  16.372
C  -6.008  -10.697  15.447
C  -5.800  -9.265  14.762
O  -4.723  -9.317  13.925
C  -4.695  -8.223  13.001
H  -3.925  -14.844  16.278
H  -4.793  -14.938  17.858
H  -3.985  -13.511  17.518
H  -5.949  -12.484  18.135
H  -6.970  -13.892  17.863
H  -8.396  -12.308  17.222
H  -7.769  -12.537  15.607
H  -7.890  -10.233  15.993
H  -6.102  -11.481  14.695
H  -5.183  -11.022  16.082
H  -5.542  -8.570  15.560
H  -6.763  -8.970  14.345
H  -5.462  -8.133  12.232
H  -3.703  -8.111  12.564
H  -4.879  -7.371  13.656
C  4.520  -19.151  25.269
O  4.094  -19.482  23.912
C  5.204  -19.620  23.018
C  5.116  -18.515  21.912
N  4.158  -18.672  20.853
C  4.326  -17.724  19.816
C  3.664  -16.461  20.215
O  2.302  -16.735  20.492
C  1.536  -15.526  20.751
H  4.946  -18.148  25.289
H  5.328  -19.776  25.650
H  3.701  -19.145  25.988
H  5.255  -20.631  22.614
H  6.151  -19.483  23.540
H  6.107  -18.331  21.496
H  4.828  -17.646  22.504
H  3.218  -18.631  21.219
H  3.858  -18.199  18.954
H  5.349  -17.600  19.462
H  3.855  -15.708  19.450
H  4.110  -16.037  21.115
H  0.546  -15.787  21.125
H  1.396  -14.995  19.810
H  2.044  -14.784  21.368
C  -4.106  -7.527  29.009
O  -4.340  -7.603  27.627
C  -5.710  -7.723  27.204
C  -5.785  -7.956  25.691
N  -5.769  -9.404  25.396
C  -5.538  -9.685  24.040
C  -5.681  -11.178  23.680
O  -5.391  -11.315  22.292
C  -5.528  -12.650  21.853
H  -3.100  -7.185  29.252
H  -4.344  -8.464  29.514
H  -4.710  -6.737  29.454
H  -6.289  -6.824  27.418
H  -6.267  -8.479  27.758
H  -4.925  -7.500  25.202
H  -6.719  -7.585  25.268
H  -4.924  -9.695  25.868
H  -4.480  -9.500  23.853
H  -6.111  -9.058  23.358
H  -6.703  -11.499  23.881
H  -4.923  -11.751  24.215
H  -6.494  -13.133  22.000
H  -4.800  -13.301  22.337
H  -5.319  -12.680  20.784
C  -2.342  -17.512  24.155
O  -1.382  -18.386  23.584
C  -0.083  -17.794  23.426
C  1.011  -18.673  22.730
N  0.591  -18.740  21.351
C  0.874  -20.015  20.742
C  0.346  -20.034  19.295
O  -1.053  -20.189  19.295
C  -1.606  -20.182  17.999
H  -2.538  -16.562  23.658
H  -2.133  -17.130  25.154
H  -3.309  -18.015  24.147
H  0.302  -17.451  24.386
H  -0.126  -16.840  22.900
H  1.190  -19.645  23.189
H  2.013  -18.247  22.776
H  0.939  -17.975  20.791
H  0.400  -20.789  21.345
H  1.928  -20.278  20.829
H  0.899  -20.819  18.780
H  0.664  -19.094  18.842
H  -0.975  -20.766  17.330
H  -1.701  -19.180  17.582
H  -2.613  -20.600  17.975
C  -6.029  -17.356  18.535
O  -7.115  -17.738  18.108
N  -4.918  -17.471  17.896
N  -5.818  -16.698  19.640
H  -4.036  -17.327  18.366
H  -4.860  -18.069  17.084
H  -6.579  -16.339  20.199
H  -4.851  -16.457  19.800
C  -0.772  -15.546  17.505
O  -0.433  -16.668  18.238
H  -1.829  -15.426  17.267
H  -0.593  -14.616  18.046
H  -0.161  -15.368  16.621
H  -1.107  -16.785  18.911

Cartesian forces (eV/Å) of the 6 atoms listed first:
0.16 0.58 -0.23
-0.64 -0.90 -0.76
0.62 -0.29 0.44
-0.05 0.52 -0.28
0.04 -0.10 0.58
0.42 0.03 0.04



The following is a quantum chemistry calculation of a cluster of 9 separate species, C27H72O9 in total at a distorted geometry, from the Open Molecules 2025 dataset.

Net charge ... -1
HOMO (alpha / beta) ... 0.63 / -7.38 eV
Kohn-Sham gap (alpha / beta) ... 1.61 / 9.56 eV
Energy relative to the best compared isomer or geometry (same formula, charge and spin) ... 11.0 kcal per mole
Multiplicity ... 2

Positions of all 108 atoms, in Å:
C  -26.180  18.634  22.559
C  -27.131  17.696  21.827
C  -27.920  18.346  20.638
O  -26.440  16.560  21.309
H  -25.777  18.094  23.416
H  -26.651  19.512  23.001
H  -25.371  18.969  21.910
H  -27.831  17.393  22.606
H  -28.572  17.585  20.207
H  -27.288  18.670  19.811
H  -28.413  19.282  20.900
H  -26.855  16.368  20.465
C  -23.284  14.573  21.417
C  -23.088  15.438  20.206
C  -23.705  14.890  18.953
O  -23.783  16.641  20.418
H  -22.798  13.618  21.218
H  -24.330  14.417  21.681
H  -22.790  14.899  22.333
H  -22.020  15.618  20.077
H  -23.344  13.868  18.841
H  -23.408  15.518  18.112
H  -24.788  14.908  18.836
H  -24.414  16.472  21.121
C  -21.618  13.823  15.963
C  -22.968  13.075  15.871
C  -23.798  13.784  14.884
O  -22.745  11.790  15.487
H  -21.086  13.939  15.019
H  -20.970  13.274  16.646
H  -21.723  14.878  16.218
H  -23.583  13.128  16.769
H  -23.921  14.854  15.049
H  -24.854  13.511  14.878
H  -23.288  13.616  13.935
H  -22.779  11.220  16.259
C  -26.600  17.569  16.745
C  -27.545  16.376  16.948
C  -26.994  15.127  16.259
O  -27.542  16.133  18.358
H  -26.977  18.513  17.139
H  -26.518  17.764  15.676
H  -25.592  17.408  17.127
H  -28.513  16.665  16.538
H  -26.952  15.292  15.183
H  -27.691  14.309  16.442
H  -26.028  14.725  16.563
H  -28.129  15.388  18.504
C  -21.950  10.956  19.253
C  -22.341  9.814  18.386
C  -22.929  8.629  19.147
O  -23.412  10.314  17.560
H  -20.979  10.809  19.724
H  -22.673  11.071  20.061
H  -21.886  11.825  18.597
H  -21.541  9.489  17.720
H  -22.133  8.078  19.649
H  -23.451  7.905  18.521
H  -23.647  8.897  19.922
H  -24.260  10.344  18.009
C  -23.215  20.541  20.648
C  -21.781  19.956  20.707
C  -20.782  20.711  21.577
O  -21.904  18.661  21.271
H  -23.064  21.545  20.253
H  -23.619  20.608  21.658
H  -23.868  20.009  19.956
H  -21.335  19.858  19.717
H  -20.650  21.742  21.248
H  -19.816  20.233  21.412
H  -21.037  20.819  22.631
H  -22.765  18.313  21.028
C  -18.651  14.260  19.974
C  -19.077  13.165  20.904
C  -18.181  11.879  20.823
O  -19.133  13.485  22.280
H  -19.447  15.004  19.939
H  -18.617  13.878  18.953
H  -17.708  14.793  20.094
H  -20.050  12.821  20.552
H  -17.819  11.664  19.817
H  -18.722  10.997  21.166
H  -17.214  11.967  21.318
H  -18.254  13.738  22.569
C  -21.026  12.995  27.659
C  -21.025  14.253  26.825
C  -21.222  13.960  25.309
O  -22.195  15.025  27.261
H  -22.013  12.538  27.724
H  -20.842  13.214  28.711
H  -20.448  12.183  27.218
H  -20.196  14.913  27.083
H  -20.348  13.396  24.986
H  -21.324  14.818  24.644
H  -22.094  13.363  25.044
H  -22.190  15.849  26.769
C  -23.010  19.694  16.527
C  -22.378  18.450  15.829
C  -23.168  17.786  14.685
O  -21.094  18.733  15.337
H  -23.765  19.479  17.283
H  -23.380  20.372  15.757
H  -22.231  20.204  17.093
H  -22.215  17.705  16.608
H  -24.111  17.418  15.088
H  -22.715  16.881  14.280
H  -23.233  18.420  13.800
H  -21.317  19.294  14.591

Cartesian forces (eV/Å) of the 6 atoms listed first:
0.39 -0.30 -0.10
-0.61 1.12 -0.92
0.71 0.02 0.61
0.06 0.41 0.83
0.36 -0.11 -0.07
-0.39 0.02 -0.30



The following is a quantum chemistry calculation of a cluster of 9 separate species, C27H72O9 in total at a distorted geometry, from the Open Molecules 2025 dataset.

Net charge ... 0
HOMO ... -9.78 eV
Kohn-Sham gap ... 10.00 eV
Structure (SMILES) ... CC(C)O.CC(C)O.CC(C)O.CC(C)O.CC(C)O.CC(C)O.CC(C)O.CC(C)O.CC(C)O
Energy relative to the best compared isomer or geometry (same formula, charge and spin) ... 61.4 kcal per mole

Positions of all 108 atoms, in Å:
C  -3.279  1.867  -3.033
C  -3.502  3.028  -3.994
C  -2.502  4.172  -3.896
O  -3.583  2.575  -5.335
H  -4.224  1.367  -2.829
H  -2.959  2.178  -2.034
H  -2.469  1.225  -3.388
H  -4.479  3.442  -3.732
H  -2.230  4.517  -2.891
H  -2.691  5.033  -4.529
H  -1.504  3.779  -4.156
H  -2.731  2.153  -5.512
C  2.159  -0.297  5.060
C  1.294  0.926  4.724
C  1.636  2.056  5.686
O  1.554  1.392  3.421
H  1.736  -1.223  4.646
H  2.250  -0.568  6.117
H  3.199  -0.224  4.729
H  0.263  0.572  4.814
H  0.841  2.807  5.662
H  2.555  2.537  5.349
H  1.761  1.751  6.722
H  1.375  0.694  2.778
C  -0.079  -4.187  4.448
C  -1.225  -3.550  3.661
C  -2.602  -3.919  4.139
O  -1.000  -2.132  3.746
H  0.887  -3.815  4.108
H  -0.029  -5.271  4.280
H  -0.232  -4.043  5.517
H  -1.160  -3.828  2.600
H  -2.730  -3.878  5.222
H  -2.889  -4.935  3.860
H  -3.336  -3.272  3.655
H  -0.112  -1.932  3.439
C  -0.513  -0.905  -1.127
C  0.205  0.215  -0.376
C  -0.645  1.484  -0.392
O  0.625  -0.131  0.919
H  0.190  -1.706  -1.401
H  -0.917  -0.641  -2.104
H  -1.255  -1.421  -0.512
H  1.106  0.396  -0.983
H  -1.621  1.167  -0.015
H  -0.726  1.834  -1.419
H  -0.282  2.295  0.236
H  0.907  -1.063  0.919
C  3.744  -2.264  1.267
C  2.704  -3.292  0.839
C  3.002  -4.676  1.416
O  1.372  -2.853  1.227
H  4.666  -2.848  1.199
H  3.648  -1.776  2.232
H  3.917  -1.477  0.530
H  2.611  -3.325  -0.249
H  3.014  -4.722  2.503
H  4.041  -4.908  1.157
H  2.426  -5.461  0.928
H  0.729  -3.496  0.909
C  0.905  0.179  -7.021
C  0.011  0.034  -5.793
C  0.698  0.541  -4.526
O  -1.236  0.694  -5.946
H  1.708  0.911  -6.871
H  0.360  0.374  -7.942
H  1.577  -0.674  -7.186
H  -0.202  -1.021  -5.567
H  1.550  -0.113  -4.314
H  0.019  0.488  -3.675
H  1.114  1.551  -4.515
H  -1.439  0.691  -6.888
C  0.138  4.658  1.998
C  -0.316  5.880  2.746
C  -0.466  5.713  4.244
O  0.580  6.991  2.499
H  0.616  4.884  1.040
H  -0.565  3.834  2.050
H  1.095  4.331  2.446
H  -1.219  6.340  2.329
H  -1.240  5.018  4.588
H  -0.721  6.668  4.702
H  0.442  5.304  4.701
H  1.473  6.723  2.758
C  3.890  0.341  -2.082
C  5.105  -0.012  -2.935
C  4.737  -0.274  -4.391
O  6.006  1.098  -2.873
H  3.415  1.239  -2.488
H  4.111  0.540  -1.034
H  3.144  -0.464  -2.073
H  5.587  -0.897  -2.508
H  5.642  -0.429  -4.976
H  4.177  0.583  -4.790
H  4.028  -1.090  -4.550
H  5.775  1.660  -3.622
C  -4.582  -1.742  0.020
C  -5.054  -3.125  0.516
C  -6.570  -3.289  0.334
O  -4.294  -4.098  -0.159
H  -4.854  -1.534  -1.015
H  -3.490  -1.768  0.087
H  -4.856  -0.903  0.664
H  -4.834  -3.216  1.580
H  -7.119  -2.911  1.191
H  -6.736  -4.360  0.170
H  -6.943  -2.882  -0.609
H  -4.082  -3.888  -1.069

Cartesian forces (eV/Å) of the 6 atoms listed first:
0.41 0.43 0.67
-0.50 0.76 0.54
1.84 -0.56 0.51
-0.01 -0.04 0.06
0.15 -0.52 -0.52
0.03 0.42 -0.15